Record 1
Formula: C32H30AuN3O2PSb
Source: the Open Molecules 2025 dataset
Level of theory: ωB97M-V/def2-TZVPD

Last column: Löwdin charge in e.
Cartesian coordinates (Å):
1 Au 0.4055 0.1515 -0.0965  1.195
2 C 1.9408 -2.5685 0.5810  -0.021
3 C 0.4716 -2.8181 0.4538  -0.281
4 C -0.0413 -4.0874 0.6975  0.015
5 C -1.3889 -4.3263 0.5535  -0.004
6 C -2.2087 -3.2861 0.1309  -0.103
7 C -1.6719 -2.0322 -0.0942  -0.405
8 N -0.3506 -1.8200 0.0881  -0.056
9 Sb -3.1117 -0.5692 -0.8110  1.588
10 C -3.1527 0.7400 0.8802  -0.489
11 C -4.4393 1.0341 1.3017  -0.129
12 C -4.6007 1.7465 2.4832  -0.031
13 C -3.4704 2.1257 3.1694  0.002
14 C -2.2045 1.8112 2.6631  -0.309
15 C -0.9851 2.2596 3.3990  0.002
16 N -2.0515 1.1176 1.5284  0.048
17 C -1.6749 0.3030 -2.1915  -0.430
18 C -2.1752 0.6578 -3.4324  -0.100
19 C -1.3077 0.9083 -4.4869  -0.003
20 C 0.0406 0.6833 -4.3062  0.011
21 C 0.5181 0.3000 -3.0611  -0.300
22 C 1.9334 -0.1457 -2.8860  -0.020
23 N -0.3340 0.1995 -2.0164  -0.095
24 H 2.4823 -3.5068 0.4925  0.098
25 H 2.1700 -2.1237 1.5503  0.092
26 H 2.2987 -1.8865 -0.1922  0.062
27 H 0.6370 -4.8757 0.9915  0.133
28 H -1.7982 -5.3099 0.7419  0.131
29 H -3.2661 -3.4552 -0.0248  0.096
30 H -5.3005 0.7015 0.7356  0.088
31 H -5.5867 1.9934 2.8532  0.124
32 H -3.5458 2.6811 4.0938  0.126
33 H -1.2409 2.9958 4.1579  0.095
34 H -0.2769 2.7145 2.7146  0.047
35 H -0.4858 1.4207 3.8831  0.099
36 H -3.2454 0.7273 -3.5771  0.103
37 H -1.6883 1.2158 -5.4520  0.132
38 H 0.7349 0.7658 -5.1304  0.134
39 H 2.5393 0.1521 -3.7382  0.100
40 H 1.9463 -1.2372 -2.8206  0.103
41 H 2.3950 0.2418 -1.9829  0.039
42 O 2.4939 0.7528 3.3306  0.147
43 C 2.0838 0.8684 2.2158  -0.644
44 O 1.2694 -0.0357 1.6775  -0.226
45 C 2.5096 2.0319 1.3172  -0.182
46 P 1.3211 2.2951 -0.0151  1.019
47 C 0.0688 3.4733 0.4895  -0.387
48 C 0.4447 4.5955 1.2294  -0.075
49 C -0.5130 5.5299 1.5856  -0.039
50 C -1.8358 5.3554 1.1984  -0.030
51 C -2.2048 4.2561 0.4353  -0.049
52 C -1.2538 3.3129 0.0806  -0.127
53 C 2.1567 2.9870 -1.4471  -0.349
54 C 3.5124 2.7546 -1.6920  -0.088
55 C 4.1254 3.3348 -2.7887  -0.045
56 C 3.3879 4.1302 -3.6568  -0.035
57 C 2.0348 4.3449 -3.4316  -0.046
58 C 1.4158 3.7758 -2.3308  -0.074
59 H 3.4843 1.7744 0.8981  0.102
60 H 2.6433 2.9247 1.9262  0.110
61 H 1.4741 4.7565 1.5225  0.117
62 H -0.2244 6.3997 2.1591  0.123
63 H -2.5795 6.0850 1.4884  0.122
64 H -3.2308 4.1344 0.1160  0.120
65 H -1.5431 2.4559 -0.5224  0.071
66 H 4.1061 2.1360 -1.0308  0.105
67 H 5.1804 3.1729 -2.9620  0.122
68 H 3.8739 4.5934 -4.5049  0.122
69 H 1.4644 4.9704 -4.1047  0.120
70 H 0.3666 3.9688 -2.1469  0.108

Values from the calculation:
LUMO level   -7.0 eV
Charge   +2
Kohn-Sham gap   7.45 eV

Record 2
Formula: C32H30F3GeN5O2STi
Source: the Open Molecules 2025 dataset
Level of theory: ωB97M-V/def2-TZVPD

Last column: Löwdin charge in e.
Cartesian coordinates (Å):
1 Ti -0.2659 0.7253 0.6299  0.711
2 C 3.8741 0.0785 1.9370  0.017
3 C 2.4151 0.3547 1.7806  -0.248
4 N 1.8287 0.3812 0.6242  -0.128
5 O 2.5717 0.1713 -0.5229  -0.027
6 C 1.5872 0.7141 2.9195  -0.264
7 C 2.0722 0.8409 4.3229  -0.006
8 N 0.3700 1.0020 2.5467  -0.258
9 O -0.5245 1.5516 3.2740  -0.161
10 H 4.4619 0.9194 1.5605  0.111
11 H 4.1693 -0.8253 1.3974  0.086
12 H 4.1230 -0.0787 2.9819  0.089
13 H 3.3939 -0.2829 -0.2861  0.092
14 H 2.3804 -0.1302 4.7168  0.087
15 H 1.2556 1.2195 4.9337  0.081
16 H 2.9161 1.5281 4.4082  0.091
17 S -2.5304 -0.0419 1.5430  0.837
18 C -2.9904 0.8784 0.2421  -0.769
19 N -4.2579 1.3959 0.1504  0.107
20 C -4.6613 2.1439 -0.8874  -0.013
21 C -3.7709 2.4554 -1.8761  -0.005
22 C -2.4672 1.9682 -1.7257  -0.068
23 N -2.0894 1.1945 -0.7308  -0.013
24 H -4.8950 1.1693 0.9039  0.164
25 H -5.6906 2.4751 -0.8725  0.149
26 H -4.0535 3.0576 -2.7241  0.120
27 H -1.7083 2.2025 -2.4649  0.133
28 F 0.2762 7.7436 -0.1012  0.161
29 C 0.8379 6.8840 -0.9534  -0.595
30 F 2.1468 7.1520 -1.0168  0.170
31 F 0.3172 7.1036 -2.1695  0.159
32 C 0.6104 5.4486 -0.5359  -0.082
33 C 0.0422 5.1377 0.6829  0.048
34 C -0.1372 3.8018 1.0045  -0.062
35 N 0.2107 2.8193 0.1684  -0.028
36 C 0.7748 3.1276 -1.0087  -0.094
37 C 0.9990 4.4309 -1.3963  0.037
38 H -0.2517 5.9106 1.3779  0.134
39 H -0.5531 3.4890 1.9581  0.113
40 H 1.0715 2.2927 -1.6358  0.118
41 H 1.4637 4.6492 -2.3480  0.139
42 C 2.0137 -3.3673 3.4166  -0.087
43 C 2.6625 -3.3295 2.1883  -0.091
44 C 1.9775 -2.9267 1.0484  -0.129
45 C 0.6290 -2.5588 1.1032  -0.314
46 C -0.0053 -2.6127 2.3472  -0.134
47 C 0.6745 -3.0134 3.4921  -0.078
48 Ge -0.2144 -1.7022 -0.4689  0.945
49 C -2.0036 -2.4531 -0.7884  -0.344
50 C -2.7443 -1.9532 -1.8617  -0.144
51 C -4.0435 -2.3821 -2.1024  -0.095
52 C -4.6269 -3.3260 -1.2658  -0.092
53 C -3.8978 -3.8456 -0.2059  -0.080
54 C -2.5967 -3.4129 0.0287  -0.113
55 C 0.8327 -2.2095 -2.0498  -0.328
56 C 1.2120 -1.2661 -3.0029  -0.141
57 C 1.8885 -1.6396 -4.1574  -0.090
58 C 2.2008 -2.9741 -4.3742  -0.088
59 C 1.8276 -3.9292 -3.4386  -0.080
60 C 1.1440 -3.5491 -2.2905  -0.111
61 H 2.5446 -3.6872 4.3045  0.105
62 H 3.7024 -3.6272 2.1166  0.106
63 H 2.4994 -2.9072 0.0972  0.095
64 H -1.0516 -2.3431 2.4381  0.068
65 H 0.1547 -3.0505 4.4418  0.108
66 H -2.2913 -1.2340 -2.5393  0.092
67 H -4.5944 -1.9970 -2.9528  0.099
68 H -5.6364 -3.6695 -1.4524  0.102
69 H -4.3392 -4.5964 0.4379  0.105
70 H -2.0423 -3.8355 0.8594  0.092
71 H 0.9872 -0.2166 -2.8388  0.073
72 H 2.1738 -0.8910 -4.8866  0.101
73 H 2.7297 -3.2704 -5.2709  0.104
74 H 2.0627 -4.9728 -3.6058  0.105
75 H 0.8485 -4.3098 -1.5753  0.107

Values from the calculation:
LUMO level (spin up / spin down)   -4.1 / -4.1 eV
Charge   +1
2S+1   2
Kohn-Sham gap (spin up / spin down)   5.83 / 5.76 eV
Relative energy (zero: lowest compared OMol25 entry of this formula, charge and spin)   11.0 kcal per mole

Record 3
Formula: C32H30F6N7O4P2PdS2
Source: the Open Molecules 2025 dataset
Level of theory: ωB97M-V/def2-TZVPD

Last column: Löwdin charge in e.
Cartesian coordinates (Å):
1 Pd 0.7056 -0.0389 0.8727  0.894
2 C -4.0368 2.7587 2.2569  -0.021
3 N -2.7176 2.5550 1.6827  -0.115
4 C -2.0731 3.3977 0.8262  -0.031
5 C -0.8695 2.8170 0.5443  -0.110
6 N -0.7757 1.6380 1.2210  0.001
7 C -1.8995 1.4920 1.9029  -0.445
8 P -2.3324 0.1375 3.0450  1.183
9 C -0.7335 0.0287 3.9004  -0.461
10 N 0.4596 -0.0350 3.3340  0.027
11 C 1.3668 -0.0154 4.3478  -0.105
12 C 0.7109 0.0466 5.5472  -0.028
13 N -0.6197 0.0755 5.2565  -0.127
14 C -1.7074 0.1493 6.2166  -0.024
15 C -2.0924 -1.2467 1.8822  -0.442
16 N -1.0675 -1.4585 1.0707  0.000
17 C -1.3177 -2.6308 0.4183  -0.122
18 C -2.5150 -3.1326 0.8402  -0.033
19 N -2.9976 -2.2536 1.7633  -0.116
20 C -4.2585 -2.3661 2.4784  -0.021
21 H -4.4549 3.6815 1.8657  0.098
22 H -3.9789 2.8336 3.3415  0.090
23 H -4.6983 1.9347 1.9953  0.088
24 H -2.5031 4.3246 0.4877  0.132
25 H -0.0786 3.1876 -0.0855  0.096
26 H 2.4261 -0.0185 4.1677  0.100
27 H 1.0831 0.0679 6.5570  0.130
28 H -1.2961 0.1465 7.2216  0.097
29 H -2.3716 -0.7069 6.1107  0.088
30 H -2.2829 1.0632 6.0780  0.089
31 H -0.6402 -3.0419 -0.3066  0.096
32 H -3.0364 -4.0330 0.5638  0.132
33 H -4.7660 -3.2726 2.1618  0.098
34 H -4.8977 -1.5120 2.2622  0.088
35 H -4.0890 -2.4167 3.5523  0.090
36 C 2.6839 3.2610 -3.6529  -0.057
37 C 2.4920 3.2823 -2.2818  -0.058
38 C 1.7887 2.2568 -1.6673  -0.126
39 C 1.2667 1.2116 -2.4235  -0.364
40 C 1.4691 1.1912 -3.8019  -0.068
41 C 2.1763 2.2145 -4.4098  -0.058
42 P 0.2222 -0.0212 -1.5935  1.094
43 C -1.4590 0.5041 -2.0555  -0.348
44 C -2.5213 -0.3867 -1.8903  -0.099
45 C -3.8200 0.0154 -2.1543  -0.073
46 C -4.0747 1.3143 -2.5764  -0.075
47 C -3.0232 2.2027 -2.7474  -0.070
48 C -1.7210 1.8032 -2.4849  -0.086
49 C 0.4406 -1.5921 -2.4912  -0.343
50 C 1.1970 -2.6261 -1.9395  -0.112
51 C 1.4106 -3.7967 -2.6506  -0.055
52 C 0.8736 -3.9431 -3.9208  -0.062
53 C 0.1060 -2.9264 -4.4694  -0.061
54 C -0.1228 -1.7600 -3.7565  -0.096
55 H 3.2402 4.0533 -4.1362  0.112
56 H 2.9151 4.0730 -1.6789  0.116
57 H 1.6791 2.2550 -0.5901  0.075
58 H 1.0910 0.3765 -4.4040  0.098
59 H 2.3233 2.1960 -5.4818  0.112
60 H -2.3225 -1.4023 -1.5678  0.088
61 H -4.6346 -0.6895 -2.0447  0.106
62 H -5.0895 1.6290 -2.7821  0.107
63 H -3.2134 3.2089 -3.0984  0.110
64 H -0.9031 2.4973 -2.6341  0.106
65 H 1.6438 -2.5059 -0.9648  0.075
66 H 2.0007 -4.5890 -2.2088  0.114
67 H 1.0582 -4.8472 -4.4858  0.111
68 H -0.3129 -3.0428 -5.4604  0.112
69 H -0.7523 -0.9867 -4.1790  0.110
70 F 1.8368 -2.3242 1.9512  0.085
71 C 3.1430 -1.9972 1.9109  -0.674
72 F 3.7690 -2.9797 1.2820  0.160
73 F 3.5852 -1.9149 3.1552  0.157
74 S 3.3847 -0.4136 0.9390  0.572
75 O 2.7715 0.6664 1.6911  -0.337
76 O 2.6912 -0.7348 -0.2954  -0.387
77 N 4.9308 -0.4739 0.8833  -0.270
78 S 5.6189 0.6217 -0.0744  0.608
79 O 4.7276 1.7290 -0.2619  -0.288
80 O 6.9787 0.8413 0.2611  -0.237
81 C 5.6834 -0.2446 -1.7287  -0.666
82 F 6.0871 -1.5052 -1.5626  0.141
83 F 4.4945 -0.2485 -2.3315  0.131
84 F 6.5452 0.3913 -2.5153  0.152

Values from the calculation:
LUMO level (spin up / spin down)   -2.5 / -3.8 eV
Charge   +1
2S+1   3
Kohn-Sham gap (spin up / spin down)   8.31 / 7.81 eV
Relative energy (zero: lowest compared OMol25 entry of this formula, charge and spin)   6.6 kcal per mole